47
Properties=species:S:1:pos:R:3 method="wB97M-V/def2-TZVPD" de_lowest_kj_mol=140.4 gap_ha=0.344 total_energy_ev=-41516.072 multiplicity=1 largest_force_ha_per_bohr=0.0813 smiles="C[C@@H](CS)NC(=O)O.O.O.O.O.O.O.O.O.O.O"
C -0.550 0.401 1.201
C -0.382 -0.005 -0.277
C -1.696 -0.462 -0.924
S -1.783 -2.280 -1.127
N 0.212 1.112 -1.081
C -0.552 2.255 -1.241
O 0.176 3.216 -1.880
O -1.751 2.405 -1.050
H -1.068 1.403 1.289
H -1.119 -0.276 1.757
H 0.417 0.487 1.681
H 0.430 -0.819 -0.276
H -1.757 -0.053 -1.933
H -2.601 -0.106 -0.335
H -2.050 -2.707 0.156
H 1.241 1.225 -0.892
H -0.359 4.023 -2.021
H 2.966 0.137 -2.260
H 3.457 -0.343 -0.923
O 3.563 0.362 -1.541
H 2.135 -1.690 0.911
H 2.572 -2.082 -0.527
O 2.817 -1.531 0.242
H 1.550 -0.303 -4.149
H 0.857 0.114 -2.838
O 1.580 -0.436 -3.192
H 1.451 -2.448 2.829
H 0.154 -2.042 2.206
O 1.071 -1.851 2.232
H -1.796 -2.888 3.244
H -2.158 -1.869 2.237
O -1.507 -2.565 2.458
H 1.734 -1.972 -2.449
H 0.926 -3.178 -1.798
O 1.840 -2.788 -1.923
H 2.600 0.671 1.142
H 3.148 1.364 -0.181
O 2.667 1.535 0.703
H -3.438 0.104 1.538
H -4.324 -0.833 2.266
O -3.488 -0.855 1.895
H 1.286 2.512 0.786
H 0.768 4.026 0.741
O 0.504 3.107 0.795
H -3.499 2.457 1.463
H -2.806 1.817 0.167
O -3.438 1.650 0.880

***

14
Properties=species:S:1:pos:R:3 method="wB97M-V/def2-TZVPD" gap_ha=0.203 total_charge=+1 total_energy_ev=-78242.708 multiplicity=1 largest_force_ha_per_bohr=0.0480
Au 0.008 -1.470 0.810
S 0.007 2.305 -5.379
C 0.001 1.415 -4.026
S -1.471 0.884 -3.244
C -0.727 0.015 -1.946
C 0.718 0.020 -1.941
S 1.715 -0.733 -0.844
S 1.467 0.881 -3.240
S -1.720 -0.759 -0.860
I -0.007 -2.410 3.413
C 0.005 -0.469 4.356
I -0.004 1.150 2.982
H 0.901 -0.419 4.961
H -0.893 -0.411 4.957

***

12
Properties=species:S:1:pos:R:3 method="wB97M-V/def2-TZVPD" de_lowest_kj_mol=456.3 gap_ha="0.244 / 0.265" total_charge=-1 total_energy_ev=-83339.857 multiplicity=1 largest_force_ha_per_bohr=0.0364
C 1.044 0.200 -0.145
C -0.482 1.119 1.742
C -0.096 0.285 -0.909
C 0.052 -0.379 2.149
N -1.201 0.938 -0.532
N -0.074 0.003 -2.278
O -0.889 -1.120 1.897
O 1.090 -0.447 2.760
O -1.203 1.404 0.774
Br 2.267 -1.184 -0.284
H 0.491 -0.806 -2.496
H -1.000 -0.012 -2.679

***

9
Properties=species:S:1:pos:R:3 method="wB97M-V/def2-TZVPD" de_lowest_kj_mol=339.1 gap_ha=0.303 total_charge=-1 total_energy_ev=-78314.055 multiplicity=1 largest_force_ha_per_bohr=0.0882
C 0.039 1.903 1.869
C 0.341 1.262 0.886
C -0.555 -1.469 -0.554
C 0.309 -0.323 -0.888
O -1.760 -1.311 -0.909
O 0.145 -2.436 -0.133
Br -0.111 0.832 -2.276
H 0.178 2.098 2.890
H 1.414 -0.557 -0.885

***

12
Properties=species:S:1:pos:R:3 method="wB97M-V/def2-TZVPD" de_lowest_kj_mol=110.6 gap_ha=0.357 total_energy_ev=-45475.601 multiplicity=1 largest_force_ha_per_bohr=0.0756 smiles="FC(F)=C(F)I.C=C(Cl)Cl"
C -0.784 0.054 0.439
C -3.685 -1.692 -0.279
C -3.944 -0.622 -0.985
C -0.775 -0.675 1.521
F -3.808 -1.899 1.072
F -3.329 -2.758 -0.910
F -3.897 -0.552 -2.312
Cl -1.257 0.038 3.025
Cl -0.292 -2.317 1.537
I -4.269 1.168 -0.011
H -0.255 -0.464 -0.504
H -1.283 1.082 0.317

***

10
Properties=species:S:1:pos:R:3 method="wB97M-V/def2-TZVPD" de_lowest_kj_mol=84.0 gap_ha=0.383 total_energy_ev=-33318.763 multiplicity=1 largest_force_ha_per_bohr=0.0895 smiles="O=C1OCC(Cl)=C1Cl"
C 2.496 0.116 -0.036
C 1.443 -0.683 0.094
C 1.798 1.724 0.098
C 0.186 0.135 0.001
O 2.334 2.808 0.036
O 0.494 1.507 0.084
Cl 4.131 -0.122 0.006
Cl 1.449 -2.454 0.018
H -0.407 -0.151 -0.852
H -0.659 -0.154 0.838

***

17
Properties=species:S:1:pos:R:3 method="wB97M-V/def2-TZVPD" gap_ha="0.262 / 0.193" total_charge=-1 total_energy_ev=-231440.464 multiplicity=5 largest_force_ha_per_bohr=0.0365
Ir 0.968 0.490 -0.152
Se 3.316 -0.006 -0.138
Se 4.812 1.631 -0.075
Te 2.946 4.253 -0.226
Se 0.963 2.826 -0.189
Cl -3.977 1.638 -1.366
C -3.388 1.233 0.256
C -1.871 1.498 0.332
O -1.504 2.555 0.828
O -1.141 0.574 -0.118
H -3.618 0.185 0.443
H -3.895 1.891 0.962
N 0.853 -1.454 -0.128
C 0.963 -2.626 -0.116
N 0.855 -3.855 -0.093
C 1.576 -4.912 -0.110
N 2.141 -5.918 -0.110

***

8
Properties=species:S:1:pos:R:3 method="wB97M-V/def2-TZVPD" de_lowest_kj_mol=106.5 gap_ha=0.383 total_energy_ev=-18189.318 multiplicity=1 largest_force_ha_per_bohr=0.1638 smiles=N#CC#CCCl
C 1.460 0.558 0.086
C 0.006 0.108 -0.178
C -1.172 -0.027 -0.012
C -2.509 -0.406 -0.050
H 1.794 1.010 -0.857
H 1.715 0.954 0.983
N -3.552 -1.075 0.045
Cl 2.260 -1.122 -0.017

***

8
Properties=species:S:1:pos:R:3 method="wB97M-V/def2-TZVPD" de_lowest_kj_mol=253.4 gap_ha="0.113 / 0.112" total_energy_ev=-6767.409 multiplicity=2 largest_force_ha_per_bohr=0.0299
C -4.852 -0.545 0.034
C -4.151 0.457 -0.408
C -3.049 -0.236 0.074
C -1.732 -0.624 -0.027
O -0.698 0.117 0.129
Cs 3.202 -0.020 0.136
H -5.682 -1.226 0.159
H -1.583 -1.695 -0.280

***

13
Properties=species:S:1:pos:R:3 method="wB97M-V/def2-TZVPD" de_lowest_kj_mol=786.1 gap_ha="0.225 / 0.214" total_charge=+1 total_energy_ev=-59913.594 multiplicity=1 largest_force_ha_per_bohr=0.1658
O 1.812 0.493 -1.158
C 1.005 -0.381 -1.287
O 0.914 -1.503 -0.807
O -0.528 0.067 1.857
C -0.440 1.092 1.178
C -1.024 -1.391 0.548
O -0.952 0.436 -0.494
C -2.018 -0.635 -0.366
Cu 2.073 1.995 0.689
H -1.436 -1.817 1.471
H -0.852 -2.422 0.215
F -3.142 -1.388 0.190
Li -3.294 -0.015 -1.996

***

12
Properties=species:S:1:pos:R:3 method="wB97M-V/def2-TZVPD" de_lowest_kj_mol=267.3 gap_ha="0.271 / 0.246" total_charge=+1 total_energy_ev=-59042.993 multiplicity=3 largest_force_ha_per_bohr=0.1314
C 3.365 0.943 0.292
O 4.412 0.753 0.729
O 2.289 1.184 -0.086
O -0.306 1.675 0.047
C -0.993 0.712 0.311
O -0.841 -0.423 -0.345
Cu 0.921 2.259 -1.234
H -1.849 0.740 1.005
O -3.304 -1.440 -0.507
C -2.137 -1.601 -0.525
C -1.121 -2.004 0.310
H -0.435 -2.799 0.004

***

9
Properties=species:S:1:pos:R:3 method="wB97M-V/def2-TZVPD" de_lowest_kj_mol=133.3 gap_ha="0.304 / 0.308" total_charge=+2 total_energy_ev=-27582.035 multiplicity=8 largest_force_ha_per_bohr=0.0360
O 0.378 -2.995 0.347
C 0.727 -2.353 -0.588
H 1.703 -2.453 -1.102
C -0.050 -1.103 -1.085
C -0.304 -0.121 -0.323
H 0.114 -0.734 -2.144
C -0.643 4.798 1.328
O -0.782 3.708 1.618
Eu -1.143 1.253 1.949